No. 1
{
  "formula": "C16H32NPPtSi",
  "method": "wB97M-V/def2-TZVPD",
  "symbols": ["C", "C", "C", "C", "C", "C", "C", "C", "N", "Pt", "C", "P", "H", "H", "H", "H", "H", "H", "H", "H", "C", "C", "H", "C", "C", "H", "H", "H", "H", "H", "H", "H", "H", "H", "H", "H", "H", "H", "H", "C", "Si", "C", "C", "H", "H", "H", "H", "H", "H", "H", "H", "H"],
  "coordinates": [[-2.2552, 0.5166, -3.1012], [-1.8445, -0.6711, -2.4883], [-1.0435, -0.6634, -1.3252], [-0.7621, 0.6160, -0.7906], [-1.0302, 1.8008, -1.4924], [-1.8398, 1.7603, -2.6329], [-0.6676, -1.9504, -0.6428], [0.1476, -2.9863, -1.4662], [1.4666, -2.5500, -1.8669], [-0.2059, 1.0043, 1.2294], [-0.4898, 3.1233, -0.9903], [0.8641, 2.7604, 0.2031], [-2.1695, -1.6270, -2.9148], [-2.1369, 2.7076, -3.1025], [-2.8986, 0.4664, -3.9772], [-1.2585, 3.7129, -0.4547], [-0.0561, 3.7793, -1.7625], [-0.0487, -1.7269, 0.2375], [-1.5656, -2.4887, -0.2795], [0.3208, -3.8782, -0.8340], [1.4888, 4.3410, 0.8252], [2.1165, 1.9390, -0.8110], [-0.4103, -3.2831, -2.3689], [1.6181, -1.8488, -3.0973], [2.5462, -2.5001, -0.9136], [0.6554, 1.5968, 2.5771], [1.8926, -2.5632, -3.8973], [0.6685, -1.3539, -3.3499], [2.4081, -1.0887, -3.0008], [3.3234, -3.2512, -1.1577], [3.0342, -1.5097, -0.9505], [2.1961, -2.6835, 0.1186], [2.7474, 2.6860, -1.3039], [2.7446, 1.2608, -0.2214], [1.6158, 1.3392, -1.5756], [1.7140, 5.0284, -0.0029], [0.7327, 4.7976, 1.4753], [2.4005, 4.1770, 1.4139], [1.1764, 1.0150, 2.2287], [-0.4572, 0.0359, 4.4884], [-1.0796, -0.4617, 2.7504], [-0.5059, -2.2826, 2.6026], [-2.9782, -0.3859, 2.6027], [0.6038, -0.2311, 4.6077], [-1.0213, -0.4942, 5.2694], [-0.5562, 1.1123, 4.6708], [-0.6291, -2.7838, 3.5741], [-1.0807, -2.8461, 1.8563], [0.5596, -2.3396, 2.3375], [-3.4409, -1.1445, 3.2587], [-3.3485, 0.6153, 2.8852], [-3.2615, -0.5986, 1.5602]],
  "forces_ev_per_angstrom": [[-0.13, -0.18, -0.23], [0.24, 0.08, 0.24], [-1.01, 0.83, -0.62], [0.93, 0.03, 1.12], [-0.67, 0.07, -0.78], [0.41, 0.07, 0.38], [0.33, -0.58, 0.28], [0.41, 0.25, 0.15], [-0.30, -0.06, 0.70], [0.12, -0.45, -2.33], [0.38, 0.63, 0.24], [-1.48, -0.42, -0.70], [0.13, 0.31, 0.12], [0.10, -0.55, -0.02], [0.10, -0.03, 0.14], [0.30, -0.26, -0.18], [-0.39, -0.30, -0.20], [-0.27, 0.12, -0.24], [0.21, 0.37, -0.10], [-0.53, 0.22, -0.24], [0.25, 0.25, 0.05], [0.86, 0.53, -0.30], [0.14, -0.07, 0.28], [-0.09, -0.11, -0.34], [0.08, -0.11, -0.13], [-0.46, 0.29, 0.77], [0.00, 0.50, -0.14], [0.39, -0.01, -0.20], [-0.21, -0.10, -0.20], [-0.11, 0.19, 0.25], [-0.10, -0.22, 0.23], [0.10, 0.09, -0.46], [0.12, -0.09, -0.05], [-0.19, 0.25, 0.00], [-0.08, 0.11, 0.21], [0.02, -0.17, 0.17], [0.15, -0.17, -0.18], [-0.20, 0.05, -0.13], [1.54, -0.80, 0.34], [-0.29, -0.20, 0.08], [-0.91, -0.53, 2.20], [-0.01, 0.08, -0.19], [0.12, -0.06, 0.15], [-0.25, 0.04, -0.09], [0.14, 0.06, -0.08], [-0.04, -0.20, -0.06], [-0.02, 0.24, -0.12], [0.18, 0.15, 0.23], [-0.22, -0.02, 0.05], [0.08, 0.21, -0.19], [0.15, -0.45, -0.18], [-0.02, 0.11, 0.32]],
  "mulliken_charge": [-0.67, -0.35, 0.45, -0.34, 0.98, -0.77, 0.36, -1.66, 0.23, 0.06, -1.55, 0.44, 0.35, 0.41, 0.38, 0.40, 0.51, -0.51, 0.51, 0.46, -1.15, -1.04, 0.44, -0.85, -0.74, 0.11, 0.28, 0.26, 0.28, 0.30, 0.19, 0.20, 0.44, 0.29, 0.27, 0.38, 0.34, 0.36, -0.20, -1.23, 0.52, -0.97, -1.07, 0.31, 0.35, 0.32, 0.45, 0.31, 0.21, 0.34, 0.30, 0.30],
  "homo_ev": [-4.898, -7.390],
  "homo_lumo_gap_ha": [0.19430, 0.20078],
  "multiplicity": 3,
  "e_tot_ev": -39010.7589,
  "s2": 2.01
}


No. 2
{
  "formula": "C16H32O2S",
  "method": "wB97M-V/def2-TZVPD",
  "symbols": ["C", "C", "C", "C", "C", "C", "C", "C", "C", "C", "C", "C", "C", "C", "S", "C", "C", "O", "O", "H", "H", "H", "H", "H", "H", "H", "H", "H", "H", "H", "H", "H", "H", "H", "H", "H", "H", "H", "H", "H", "H", "H", "H", "H", "H", "H", "H", "H", "H", "H", "H"],
  "coordinates": [[-2.9385, -2.2554, 0.8966], [-4.0663, -1.2730, 1.1952], [-4.6261, -0.5931, -0.0627], [-4.0680, 0.8074, -0.3250], [-2.5695, 0.8347, -0.6132], [-2.0946, 2.2294, -1.0191], [-0.5879, 2.2907, -1.2785], [0.2415, 2.2837, 0.0045], [1.7317, 2.1215, -0.2855], [2.5567, 2.0599, 0.9987], [4.0333, 1.7214, 0.7728], [4.2877, 0.4025, 0.0391], [3.7394, -0.8252, 0.7669], [3.5473, -2.0112, -0.1655], [2.3464, -1.6804, -1.5004], [0.7643, -1.6925, -0.5754], [0.4986, -3.1167, -0.1905], [0.9836, -3.6741, 0.7602], [-0.3046, -3.7307, -1.0627], [-3.2967, -3.0567, 0.2533], [-2.5656, -2.6985, 1.8181], [-2.1101, -1.7641, 0.3945], [-3.7130, -0.5114, 1.8933], [-4.8685, -1.8205, 1.6950], [-4.4317, -1.2256, -0.9314], [-5.7102, -0.5011, 0.0351], [-4.5975, 1.2327, -1.1819], [-4.2791, 1.4446, 0.5376], [-2.3468, 0.1335, -1.4216], [-2.0271, 0.5118, 0.2755], [-2.6246, 2.5272, -1.9270], [-2.3558, 2.9454, -0.2363], [-0.3559, 3.1989, -1.8392], [-0.2981, 1.4407, -1.9015], [0.0690, 3.2125, 0.5534], [-0.0831, 1.4612, 0.6457], [2.0798, 2.9523, -0.9030], [1.8680, 1.2051, -0.8601], [2.5013, 3.0273, 1.5041], [2.1108, 1.3283, 1.6765], [4.5324, 1.6912, 1.7447], [4.4915, 2.5249, 0.1916], [3.8414, 0.4524, -0.9553], [5.3648, 0.2839, -0.1003], [2.7828, -0.5894, 1.2329], [4.4200, -1.1249, 1.5672], [4.4705, -2.2543, -0.6908], [3.1956, -2.8902, 0.3750], [0.0117, -1.3217, -1.2660], [0.8617, -1.0484, 0.2953], [-0.4125, -4.6662, -0.8296]],
  "forces_ev_per_angstrom": [[-0.13, 0.10, 0.20], [0.00, -0.13, -0.22], [-0.08, 0.25, 0.24], [0.11, -0.33, -0.13], [-0.27, 0.41, 0.04], [0.23, -0.26, -0.13], [-0.21, 0.17, 0.31], [0.17, -0.04, -0.44], [-0.17, 0.00, 0.49], [0.19, 0.00, -0.26], [-0.07, -0.09, 0.00], [-0.04, 0.10, 0.22], [0.09, 0.09, -0.29], [-0.42, 0.05, -0.03], [-0.10, -0.08, -0.05], [0.54, -0.10, -0.22], [0.06, -0.05, 0.35], [0.00, 0.00, 0.15], [-0.42, -0.11, -0.53], [0.02, -0.09, -0.09], [0.11, -0.09, 0.04], [0.13, 0.03, -0.10], [-0.04, 0.05, 0.10], [0.02, 0.06, 0.07], [-0.06, -0.06, -0.09], [-0.02, -0.06, -0.08], [-0.01, 0.10, 0.01], [-0.05, 0.07, 0.01], [0.08, -0.10, -0.02], [0.10, -0.13, 0.04], [-0.09, 0.05, 0.03], [-0.07, 0.09, 0.01], [0.07, -0.02, -0.08], [0.05, -0.03, -0.10], [-0.06, 0.02, 0.09], [-0.02, -0.03, 0.11], [0.05, 0.01, -0.12], [0.05, -0.06, -0.11], [-0.06, -0.01, 0.08], [-0.06, 0.01, 0.06], [0.09, 0.08, 0.01], [0.07, 0.07, 0.06], [0.06, 0.01, -0.01], [0.03, -0.03, -0.07], [-0.03, -0.04, 0.10], [-0.04, 0.03, 0.10], [0.03, -0.06, -0.02], [0.16, -0.03, -0.05], [-0.03, 0.08, 0.05], [-0.18, -0.06, 0.06], [0.20, 0.18, 0.20]],
  "mulliken_charge": [-0.86, -0.52, -0.76, -1.04, 0.22, -0.98, -0.62, -0.71, -0.12, -0.69, -1.09, -0.63, -0.41, -0.91, -0.14, 0.26, 0.21, -0.59, -0.43, 0.34, 0.42, -0.03, 0.33, 0.37, 0.41, 0.31, 0.39, 0.35, 0.28, 0.00, 0.41, 0.34, 0.42, 0.25, 0.39, 0.17, 0.41, -0.05, 0.46, 0.31, 0.36, 0.37, 0.38, 0.41, 0.17, 0.42, 0.46, 0.41, 0.17, -0.02, 0.38],
  "homo_ev": -8.817,
  "homo_lumo_gap_ha": 0.35120,
  "multiplicity": 1,
  "smiles": "CCCCCCCCCCCCCCSCC(=O)O",
  "e_tot_ev": -32042.6619
}


No. 3
{
  "formula": "C16H33BF2N4O9P",
  "method": "wB97M-V/def2-TZVPD",
  "symbols": ["C", "O", "B", "O", "C", "O", "C", "C", "C", "C", "C", "N", "C", "O", "F", "C", "O", "F", "C", "N", "P", "N", "O", "C", "O", "C", "C", "O", "H", "H", "H", "H", "H", "H", "H", "H", "H", "H", "H", "H", "H", "H", "H", "H", "H", "H", "H", "H", "H", "H", "H", "H", "H", "H", "C", "C", "O", "N", "C", "H", "H", "H", "H", "H", "H", "H"],
  "coordinates": [[3.7440, 1.6511, -0.1528], [2.8625, 0.6281, 0.3833], [2.1157, 0.1332, -0.6725], [2.5140, -1.0148, -1.3677], [0.7144, 0.8572, -1.0960], [-0.3081, 0.7697, -0.1075], [-1.1167, -0.3753, -0.1267], [-2.6109, 0.1559, -0.2337], [-2.8503, 1.5422, 0.4507], [-4.3531, 1.5437, 0.9337], [-2.7373, 2.7467, -0.5770], [-0.8424, -1.1232, 1.1462], [-0.7249, -0.2789, 2.2988], [0.2797, 0.1377, 2.6642], [-1.8217, 0.0450, 3.0335], [-1.6836, -2.2559, 1.3465], [-2.7203, -2.2851, 1.8500], [-1.1634, -3.4537, 0.9268], [-0.9239, -1.4097, -1.2941], [-0.3447, -0.9077, -2.5689], [-1.5019, -1.0588, -4.0317], [-2.3777, -2.5449, -3.9245], [-0.5359, -1.2634, -5.3945], [0.2172, 0.4798, -2.5223], [-0.8958, 1.3453, -2.7910], [1.2799, 0.7822, -3.6626], [0.7367, 1.6637, -4.8282], [0.7769, 3.0643, -4.5030], [3.2954, 2.6537, 0.0121], [3.9513, 1.4833, -1.2370], [4.6933, 1.6294, 0.4210], [2.8506, -1.6543, -0.7116], [0.9852, 1.9431, -1.1655], [-2.7589, 0.3211, -1.3325], [-3.3610, -0.6050, 0.0624], [-2.1547, 1.7918, 1.2745], [-4.6004, 0.6471, 1.5395], [-4.6442, 2.5008, 1.4074], [-4.9614, 1.4529, -0.0027], [-3.1543, 2.4493, -1.5578], [-3.2289, 3.6320, -0.1267], [-1.6460, 2.9869, -0.6261], [-1.8948, -1.9420, -1.4165], [-0.2272, -2.1976, -0.9175], [0.4487, -1.5217, -2.8162], [-1.8862, -3.2420, -3.3571], [-3.2846, -2.3122, -3.5166], [0.1649, -1.9084, -5.1629], [-0.6613, 2.2474, -2.5175], [1.6087, -0.2124, -4.0567], [2.1943, 1.2785, -3.2775], [1.4647, 1.5447, -5.6675], [-0.2413, 1.3445, -5.2324], [-0.1529, 3.3219, -4.4064], [3.0335, -2.9139, 5.8756], [3.1363, -1.6621, 6.7120], [3.6678, -1.6591, 7.8088], [2.6108, -0.5131, 6.2022], [1.9455, -0.3154, 4.9295], [3.4940, -3.7393, 6.4129], [1.9863, -3.1612, 5.6919], [3.5595, -2.7803, 4.9284], [2.7162, 0.2807, 6.8158], [2.4972, 0.4346, 4.3596], [0.9376, 0.0562, 5.1188], [1.8883, -1.2341, 4.3533]],
  "forces_ev_per_angstrom": [[0.38, 0.54, 0.41], [-0.31, -0.18, -1.18], [0.05, -0.43, 0.70], [-1.06, 0.08, 0.95], [1.53, -0.14, -0.89], [0.19, -0.67, -0.68], [-1.71, 0.67, -0.61], [0.90, 0.60, -0.52], [-1.64, 0.67, -0.37], [0.36, -0.34, -0.86], [1.02, -0.74, 1.18], [-0.50, -0.61, -0.14], [-2.02, -0.15, 0.44], [2.97, 1.02, 0.35], [-0.21, -0.94, -1.21], [1.31, -0.79, -0.40], [-2.25, 0.26, 1.14], [0.60, 1.24, -0.37], [0.65, -1.22, 1.77], [0.99, -1.07, -0.84], [-3.15, 1.10, -2.98], [2.04, 0.87, 1.18], [0.41, -0.73, 3.06], [0.00, 3.42, 0.01], [-0.19, -0.70, 0.35], [-0.28, -1.18, 0.00], [1.18, -0.17, -0.77], [-0.98, -0.88, 0.33], [0.16, -0.58, -0.27], [0.02, 0.19, 0.72], [-0.57, -0.18, -0.50], [0.55, 0.32, -0.51], [-0.43, -0.69, 0.02], [0.04, -0.15, 0.75], [0.60, 0.32, 0.12], [-0.41, -0.53, -0.31], [0.18, 0.76, -0.01], [0.23, -0.69, -0.01], [0.28, 0.11, 0.70], [0.18, 0.46, 0.49], [0.11, -0.50, -0.54], [-0.81, 0.00, -0.45], [0.60, 0.68, -0.37], [-0.36, 0.65, -0.40], [0.07, 0.38, 0.67], [-0.63, -0.43, -0.44], [0.16, -0.28, -0.08], [-0.14, 0.06, -0.98], [-0.02, -0.38, 0.09], [0.03, 0.84, 0.06], [-0.60, -0.28, 0.07], [-0.48, -0.06, 0.61], [0.46, 0.18, 0.49], [0.43, 0.30, -0.12], [0.01, -0.08, -0.02], [0.15, 0.17, 0.38], [-0.03, -0.09, -0.12], [0.07, -0.38, -0.10], [0.15, 0.41, 0.56], [0.00, 0.13, 0.07], [0.05, 0.00, -0.14], [-0.14, -0.04, -0.06], [-0.02, -0.03, -0.04], [-0.17, -0.07, -0.23], [-0.03, -0.04, -0.24], [0.06, 0.00, 0.09]],
  "mulliken_charge": [-0.72, -0.47, 0.92, -0.61, -1.51, -0.26, 1.18, -1.00, 0.64, -1.50, -1.12, 0.45, 0.39, -0.26, -0.26, 0.50, -0.33, -0.27, -2.07, 0.04, 0.21, -0.59, -0.42, 1.06, -0.55, -0.56, -0.81, -0.57, 0.23, 0.30, 0.29, 0.32, 0.40, 0.43, 0.51, 0.18, 0.34, 0.38, 0.37, 0.27, 0.58, -0.01, 0.46, 0.13, 0.93, 0.35, 0.37, 0.34, 0.49, 0.39, 0.29, 0.44, 0.35, 0.34, -1.12, 0.72, -0.64, -0.10, -0.80, 0.29, 0.32, 0.31, 0.22, 0.26, 0.31, 0.23],
  "homo_ev": -10.860,
  "homo_lumo_gap_ha": 0.27140,
  "multiplicity": 1,
  "e_tot_ev": -56909.6053,
  "charge": 1
}


No. 4
{
  "formula": "C16H33CsN3NbOSi",
  "method": "wB97M-V/def2-TZVPD",
  "symbols": ["N", "C", "O", "Cs", "Nb", "N", "N", "C", "C", "C", "C", "C", "C", "C", "C", "H", "H", "H", "H", "H", "H", "H", "H", "H", "H", "H", "H", "H", "H", "H", "H", "H", "H", "C", "H", "H", "H", "C", "H", "H", "H", "C", "Si", "C", "C", "C", "C", "H", "H", "H", "H", "H", "H", "H", "H", "H"],
  "coordinates": [[1.3139, -1.3469, 0.1745], [1.9606, -2.2603, 0.9050], [1.7805, -3.5077, 0.8304], [-0.1259, -3.1743, -0.2810], [0.1722, 0.1074, -0.1634], [-0.3198, 0.1936, -2.1096], [1.2285, 1.7652, 0.3346], [0.3127, -0.1242, -3.4153], [2.7055, 1.9060, 0.5191], [-0.7707, -0.4272, -4.4740], [1.1915, 1.0587, -3.8824], [1.1995, -1.3689, -3.2536], [3.0976, 1.2868, 1.8791], [3.1511, 3.3830, 0.4586], [3.4111, 1.1478, -0.6198], [-1.4523, -1.2185, -4.1134], [-0.2987, -0.7748, -5.4090], [-1.3714, 0.4658, -4.7169], [0.6026, 1.9899, -3.9476], [1.6205, 0.8607, -4.8806], [2.0162, 1.2218, -3.1703], [1.9331, -1.2222, -2.4435], [1.7379, -1.5839, -4.1924], [0.5692, -2.2504, -3.0187], [2.5280, 1.7603, 2.6996], [4.1737, 1.4325, 2.0864], [2.8832, 0.2032, 1.8742], [2.7616, 3.9745, 1.3047], [2.8220, 3.8575, -0.4834], [4.2530, 3.4337, 0.4987], [4.5053, 1.1588, -0.4709], [3.1855, 1.6222, -1.5909], [3.0793, 0.0965, -0.6439], [-1.4110, 1.1705, -2.1550], [-1.6909, 1.4599, -1.1169], [-1.1381, 2.1101, -2.6762], [-2.3355, 0.7633, -2.6097], [0.4172, 2.8577, 0.8681], [-0.6541, 2.5771, 0.8220], [0.6362, 3.0702, 1.9372], [0.5354, 3.8060, 0.3054], [-3.2947, -3.8393, 2.7447], [-3.1969, -2.0051, 3.0576], [-4.8713, -1.2203, 2.8108], [-2.6364, -1.7078, 4.8173], [-1.9946, -1.2523, 1.9276], [-1.1394, -0.7157, 1.1024], [-4.0199, -4.2916, 3.4496], [-2.2920, -4.2915, 2.9034], [-3.6209, -4.0083, 1.7047], [-5.5935, -1.6785, 3.5148], [-4.8008, -0.1307, 3.0045], [-5.1968, -1.3944, 1.7730], [-1.6300, -2.1703, 4.9798], [-2.5686, -0.6129, 5.0212], [-3.3603, -2.1627, 5.5293]],
  "forces_ev_per_angstrom": [[7.03, -2.61, 5.22], [-3.76, -2.11, -5.25], [5.54, 5.62, 4.05], [-7.46, -4.39, -4.24], [1.61, 5.40, -2.53], [-0.04, -0.48, 1.42], [-1.11, -1.58, 0.25], [0.58, -0.05, -0.76], [0.91, 0.08, -0.31], [-0.23, 0.03, 0.14], [-0.10, 0.16, 0.10], [-0.26, -0.10, 0.16], [-0.19, 0.12, 0.10], [-0.19, 0.13, -0.03], [-0.05, 0.10, -0.08], [0.24, 0.28, -0.18], [-0.14, 0.16, 0.45], [0.27, -0.35, 0.07], [0.27, -0.36, -0.05], [-0.23, 0.04, 0.47], [-0.29, -0.06, -0.34], [-0.05, -0.07, -0.33], [-0.19, 0.11, 0.49], [0.30, 0.34, -0.21], [0.26, -0.24, -0.32], [-0.51, -0.07, -0.18], [0.14, 0.43, 0.12], [0.19, -0.25, -0.33], [0.17, -0.19, 0.37], [-0.49, -0.09, -0.02], [-0.51, -0.04, -0.05], [0.17, -0.21, 0.44], [0.28, 0.31, -0.11], [-0.32, 0.23, -0.03], [-0.11, 0.01, -0.05], [0.01, -0.51, 0.28], [0.48, 0.11, 0.35], [-0.49, 0.25, 0.49], [0.14, 0.15, 0.04], [-0.09, -0.25, -0.58], [-0.02, -0.64, 0.11], [0.57, -0.06, -0.40], [-1.88, -0.82, 2.23], [0.25, 0.36, -0.33], [0.73, 0.27, 0.12], [4.70, 3.04, -4.60], [-5.52, -1.88, 4.46], [0.40, 0.21, -0.42], [-0.65, 0.00, -0.07], [0.03, -0.25, 0.40], [0.37, 0.24, -0.38], [-0.25, -0.57, -0.13], [-0.17, 0.18, 0.38], [-0.78, 0.41, 0.08], [-0.01, -0.80, 0.01], [0.45, 0.28, -0.50]],
  "mulliken_charge": [-0.93, 0.98, -0.56, 1.13, 0.40, -0.05, 0.37, 1.12, 0.96, -1.67, -1.17, -1.24, -1.19, -1.68, -1.24, 0.39, 0.43, 0.42, 0.37, 0.46, 0.08, 0.27, 0.46, 0.10, 0.31, 0.42, 0.14, 0.42, 0.40, 0.42, 0.53, 0.17, 0.21, -0.97, 0.28, 0.38, 0.37, -1.05, 0.33, 0.37, 0.36, -0.89, 0.02, -0.89, -0.90, 1.19, -0.55, 0.30, 0.28, 0.30, 0.31, 0.31, 0.31, 0.30, 0.31, 0.31],
  "homo_ev": [-15.022, -15.024],
  "homo_lumo_gap_ha": [0.18700, 0.18717],
  "multiplicity": 1,
  "e_tot_ev": -33601.4766,
  "charge": 2
}


> What is the formula in the second record?

C16H32O2S


> What is the formula in the fourth record?

C16H33CsN3NbOSi